# C24H20BBrF4MnN4O8

A molecular structure, C24H20BBrF4MnN4O8 at a distorted geometry (the ωB97M-V functional and the def2-TZVPD basis, the OMol25 dataset).

ORCA input file:
```
! RIJCOSX wB97M-V def2-TZVPD def2/J DEFGRID3
* xyz 0 6
Mn -1.75043 -1.58196 -1.33458
Br -4.29858 -0.96679 -1.10284
B -1.96385 -3.86986 -2.48821
F -1.11846 -2.86827 -2.89366
F -2.16200 -3.56604 -1.17475
F -3.15895 -3.79268 -3.15293
F -1.48602 -5.14943 -2.61116
C 5.16423 -1.20873 -2.85311
C 5.31810 -0.77233 -1.53949
C 4.18242 -0.88584 -0.71085
C 2.85258 -1.07483 -1.24342
C 2.81273 -1.20797 -2.66586
C 3.89522 -1.48050 -3.45644
N 1.58064 -1.01413 -0.45955
O 0.46184 -1.38242 -0.94583
O 1.80165 -0.65969 0.70618
H 5.95642 -1.19807 -3.58709
H 6.29775 -0.62094 -1.11084
H 4.33285 -0.72703 0.34677
H 1.83845 -1.30277 -3.12216
H 3.74958 -1.73398 -4.49612
C 0.88311 4.42927 2.17683
C 1.11904 3.47818 3.13234
C 0.57464 2.20120 2.95307
C -0.26076 2.06615 1.82667
C -0.54914 3.10440 0.88953
C 0.07835 4.32106 0.99850
N -0.96446 0.80021 1.62737
O -1.11036 0.06823 2.59965
O -1.50840 0.56501 0.53608
H 1.27609 5.43234 2.25325
H 1.60956 3.74231 4.05756
H 0.76791 1.47480 3.72857
H -1.17421 2.90005 0.03283
H 0.01232 5.12577 0.28122
C -1.48303 -4.66302 5.19124
C -0.40594 -5.10938 4.47080
C -0.06153 -4.58525 3.26052
C -0.82285 -3.60598 2.75990
C -1.85921 -3.06419 3.42527
C -2.23432 -3.60059 4.66014
N -0.48026 -2.96695 1.40383
O 0.55733 -3.36007 0.80825
O -1.20702 -2.08926 0.85249
H -1.76409 -4.99490 6.17981
H 0.24966 -5.89431 4.81788
H 0.74710 -4.99851 2.67594
H -2.48301 -2.33223 2.93381
H -2.96787 -3.05686 5.23692
C -2.09182 5.54640 -2.43860
C -0.80180 5.24147 -2.79411
C -0.36076 3.89407 -2.86176
C -1.17405 2.79818 -2.70298
C -2.48114 3.16379 -2.21519
C -2.93438 4.48281 -2.06566
N -0.80140 1.39760 -2.76146
O 0.17805 1.21044 -3.49929
O -1.32113 0.45925 -2.10482
H -2.37725 6.58166 -2.55335
H -0.14608 6.03607 -3.11821
H 0.55759 3.72324 -3.40386
H -3.14979 2.52487 -1.65743
H -3.94083 4.61695 -1.69763
*
```

The energy above the lowest of the compared OMol25 structures with the same formula, charge and spin is 3.627 eV. The calculation puts the HOMO-LUMO gap (spin up / spin down) at 6.209 / 6.201 eV. Its expectation value of S² is 8.75. The LUMO energy (spin up / spin down) is -1.70 / -1.75 eV.

# C24H20BrN5O3S

C24H20BrN5O3S in the gas phase at a distorted geometry (the ωB97M-V functional and the def2-TZVPD basis, the OMol25 dataset).

ORCA input file:
```
! RIJCOSX wB97M-V def2-TZVPD def2/J DEFGRID3
* xyz 0 1
O 4.23487 2.18748 -0.24217
C 3.22107 2.63425 -0.72161
C 2.95360 2.72132 -2.21289
S 2.18499 1.15493 -2.76032
C 0.68545 1.22578 -1.88087
N 0.09795 2.31337 -1.44193
N -0.98638 1.93265 -0.75237
C -1.06629 0.62756 -0.79312
C -2.08627 -0.14344 -0.10834
C -2.55006 0.32435 1.12006
C -3.50783 -0.37785 1.82165
C -4.02850 -1.55954 1.30199
O -4.96801 -2.28666 1.95780
C -3.58412 -2.01884 0.06501
C -2.62386 -1.31712 -0.63342
N -0.01800 0.12141 -1.51919
C 0.38883 -1.24273 -1.70898
C -0.19258 -1.87476 -2.95096
C -0.33841 -1.14607 -4.12385
C -0.86754 -1.74122 -5.25553
C -1.24886 -3.07152 -5.22912
C -1.09811 -3.80632 -4.06531
C -0.57560 -3.21039 -2.93147
N 2.19420 3.15121 0.02288
N 2.10839 2.77847 1.36136
C 1.76615 1.50450 1.69120
O 1.41969 0.68943 0.86052
C 1.76774 1.22196 3.15331
C 2.75639 1.70179 4.00655
C 2.72240 1.39073 5.35365
C 1.69191 0.60354 5.84116
Br 1.63463 0.19068 7.69746
C 0.70707 0.10477 5.00391
C 0.75548 0.41028 3.65770
H 3.89122 2.77699 -2.76326
H 2.28715 3.54027 -2.47457
H -2.14530 1.24469 1.51101
H -3.85936 -0.01049 2.77706
H -5.20548 -1.85171 2.78593
H -4.00977 -2.92541 -0.33443
H -2.31723 -1.67085 -1.60558
H 1.48393 -1.24514 -1.77781
H 0.09827 -1.80921 -0.81989
H -0.03552 -0.10978 -4.15676
H -0.97921 -1.16312 -6.16051
H -1.66132 -3.53482 -6.11275
H -1.39206 -4.84502 -4.03791
H -0.46433 -3.78397 -2.02221
H 1.27845 3.21830 -0.45525
H 2.48602 3.42418 2.03955
H 3.57733 2.28851 3.62202
H 3.49005 1.75318 6.01989
H -0.08054 -0.51706 5.40045
H 0.00727 0.02647 2.98028
*
```

The calculation puts the HOMO-LUMO gap at 8.630 eV. The LUMO energy is 0.50 eV.

# C24H20Cl5N4O2PdS2

A molecular structure, C24H20Cl5N4O2PdS2 (the ωB97M-V functional and the def2-TZVPD basis, the OMol25 dataset).

ORCA input file:
```
! RIJCOSX wB97M-V def2-TZVPD def2/J DEFGRID3
* xyz -1 1
Pd 0.30827 0.97040 0.72181
Cl 2.25478 -0.13346 3.16821
C 2.80829 -0.59334 1.57284
C 2.11749 -0.12535 0.45501
C 2.71062 -0.44827 -0.75632
Cl 2.02321 0.21454 -2.21933
C 3.84982 -1.23982 -0.88917
Cl 4.51803 -1.61542 -2.44179
C 4.46594 -1.72973 0.25554
Cl 5.87759 -2.72124 0.13687
C 3.94793 -1.38840 1.50166
Cl 4.73734 -1.95849 2.93369
C 1.52127 3.05270 2.54503
N 1.29691 2.82098 1.11035
C 2.56986 2.97759 0.39982
C 0.31877 3.81719 0.59635
C -1.03994 3.46385 1.11588
C -1.97367 4.40354 1.51913
C -3.21007 3.97528 1.99537
C -3.47712 2.61694 2.07089
C -2.52330 1.68249 1.67076
C -1.28658 2.08401 1.17855
H 1.95727 4.04962 2.69768
H 2.19523 2.29486 2.93234
H 0.57376 2.98743 3.07529
H 2.95203 3.99880 0.53090
H 2.42781 2.77326 -0.65883
H 3.29483 2.26910 0.79530
H 0.33326 3.73312 -0.49302
H 0.63632 4.83263 0.87580
H -1.74778 5.46436 1.46785
H -3.95335 4.69780 2.31079
H -4.43790 2.27832 2.44214
H -2.76481 0.62686 1.72955
N -1.00691 -4.31693 -5.33809
C -1.25338 -3.40338 -4.30316
C -0.64104 -2.15121 -4.30739
C -0.90172 -1.24220 -3.29988
C -1.76819 -1.56652 -2.26632
C -2.42593 -2.78907 -2.28800
C -2.16554 -3.70389 -3.29448
S -2.05598 -0.38484 -0.96974
O -3.37286 -0.70149 -0.46484
O -1.81322 0.90288 -1.55981
N -0.93464 -0.62442 0.17714
C -1.06182 -1.67114 1.06180
S -2.45035 -2.73195 1.21864
C -1.62003 -3.61648 2.44181
C -0.42267 -3.03710 2.67950
N -0.11039 -1.95219 1.90741
H -0.10379 -4.19992 -5.77114
H -1.15703 -5.27821 -5.07353
H 0.04422 -1.89229 -5.10666
H -0.44969 -0.26426 -3.30925
H -3.15488 -3.01532 -1.52494
H -2.67929 -4.65863 -3.30372
H -2.06958 -4.46660 2.92704
H 0.29259 -3.36697 3.42063
*
```

The energy above the lowest of the compared OMol25 structures with the same formula, charge and spin is 0.920 eV. The calculation puts the HOMO-LUMO gap at 7.403 eV. The LUMO energy is 2.49 eV.

# C24H20ClFN4O3

C24H20ClFN4O3 in the gas phase at a distorted geometry (the ωB97M-V functional and the def2-TZVPD basis, the OMol25 dataset).

ORCA input file:
```
! RIJCOSX wB97M-V def2-TZVPD def2/J DEFGRID3
* xyz 0 1
C -3.13218 -0.09733 2.60719
C -2.42047 -0.30243 1.31110
N -1.18421 0.11786 1.25666
C -0.50502 -0.03489 0.13131
C 0.80122 0.30099 -0.25082
C 1.83647 0.88832 0.61393
O 1.78310 0.88156 1.82694
N 2.86077 1.47179 -0.06897
C 4.03688 1.97422 0.61136
C 5.17599 0.98950 0.52587
C 5.11672 -0.17877 1.27248
C 6.11314 -1.14771 1.20195
C 7.16671 -0.89878 0.35605
C 7.23207 0.27166 -0.40015
C 6.24886 1.22787 -0.33706
O 8.37791 0.26405 -1.15329
C 9.03543 -0.94550 -0.84225
O 8.27146 -1.66881 0.09728
C 0.87535 -0.10285 -1.59041
N -0.25402 -0.63466 -2.02990
N -1.09290 -0.59607 -0.99895
C -2.37514 -1.03058 -0.98492
C -2.92169 -1.58926 -2.25539
C -3.06939 -0.91041 0.19645
C -4.48969 -1.38387 0.29987
C -5.51424 -0.30858 0.03899
C -5.16573 0.99127 -0.30411
C -6.12384 1.96173 -0.53881
C -7.45740 1.61757 -0.42719
F -8.40269 2.54787 -0.65256
C -7.85211 0.33572 -0.08914
C -6.87170 -0.61372 0.14015
Cl -7.36075 -2.21769 0.56243
H -2.48407 0.46663 3.27087
H -4.06481 0.44312 2.45539
H -3.36173 -1.05539 3.07191
H 2.91942 1.35993 -1.06730
H 4.32151 2.93438 0.17261
H 3.73981 2.12074 1.65325
H 4.27150 -0.33490 1.92491
H 6.06719 -2.05193 1.78478
H 6.31251 2.12839 -0.92588
H 10.02955 -0.72658 -0.41979
H 9.15677 -1.54497 -1.75910
H 1.71053 -0.05211 -2.26300
H -2.19004 -1.44292 -3.04539
H -3.85382 -1.09462 -2.52149
H -3.11557 -2.65626 -2.15205
H -4.66774 -1.78954 1.29875
H -4.66194 -2.19927 -0.40671
H -4.12248 1.25454 -0.38688
H -5.84674 2.96926 -0.80297
H -8.89875 0.09144 -0.00800
*
```

The calculation puts the HOMO-LUMO gap at 8.431 eV. The LUMO energy is 0.44 eV.